Formula: C2H7N4P
Source: the OMol25 dataset
Level of theory: ωB97M-V/def2-TZVPD

Summary:
E_LUMO (eV): -10.0
Orbital gap (eV): 9.448
DFT total energy (eV): -17419.28395
SMILES: NP1NC=[NH+]C=[NH+]1

```
! RIJCOSX wB97M-V def2-TZVPD def2/J DEFGRID3
* xyz 2 1
P 1.404 -0.066 0.661
N 0.124 1.257 0.161
N -1.823 0.000 0.446
N 2.457 0.082 -0.600
N 0.111 -1.346 0.270
C -1.164 -1.181 0.229
C -1.178 1.197 0.299
H -1.722 2.138 0.197
H -1.711 -1.994 -0.256
H 0.490 2.142 -0.091
H 2.328 -0.068 -1.609
H -2.878 -0.139 0.360
H 0.223 -2.373 0.239
H 3.339 0.351 -0.306
*
```